9
Properties=species:S:1:pos:R:3:lowdin_charge:R:1 method="wB97M-V/def2-TZVPD" homo_lumo_gap_ev=9.257 smiles="[H]/N=C1/C[SiH2]1" relative_energy_kcal_mol=52.5 fmax_ev_per_a=3.56 spin_multiplicity=1 molar_mass_g_mol=71.15
H -2.3100 -1.2628 0.0171 0.0468
N -1.9426 -0.3294 -0.0235 0.1085
C -0.7498 -0.1839 0.1482 -0.6019
C 0.0339 1.0375 -0.0488 -0.2521
Si 1.0775 -0.6297 -0.0605 0.7297
H -0.0124 1.4711 -0.9899 0.0287
H 0.3468 1.7562 0.7108 0.0614
H 1.6877 -0.7394 1.4578 -0.0306
H 1.8691 -1.1197 -1.2111 -0.0904

---

111
Properties=species:S:1:pos:R:3:lowdin_charge:R:1 method="wB97M-V/def2-TZVPD" homo_lumo_gap_ev=7.183 relative_energy_kcal_mol=0.0 fmax_ev_per_a=1.98 spin_multiplicity=1 molar_mass_g_mol=998.85 total_charge=+4
Ga -23.4600 8.9586 -7.6729 0.2181
O -24.7781 9.0609 -6.4107 -0.3242
P -24.6628 9.7519 -5.0114 0.8905
C -23.0459 9.5368 -4.1563 -0.2513
P -21.7278 8.6266 -5.0436 0.8699
O -21.9391 8.6860 -6.5759 -0.3480
C -20.1198 9.3289 -4.7024 -0.3049
C -19.5891 10.0880 -5.7420 -0.0916
C -18.3407 10.6495 -5.6136 -0.0443
C -17.5684 10.4154 -4.4561 -0.0085
C -18.1019 9.6321 -3.4400 -0.0273
C -19.3826 9.1033 -3.5634 -0.0592
C -21.8891 6.9435 -4.4911 -0.2934
C -23.0861 6.4580 -3.9583 -0.0664
C -23.2239 5.1029 -3.7494 -0.0244
C -22.1640 4.2002 -4.0349 -0.0023
C -20.9542 4.7418 -4.4301 -0.0674
C -20.8025 6.0812 -4.6595 -0.0794
C -25.9328 9.0630 -3.9704 -0.3140
C -26.9158 8.2232 -4.5088 -0.0570
C -27.9353 7.7310 -3.6807 -0.0295
C -27.9735 8.1396 -2.3531 -0.0050
C -26.9735 8.9764 -1.8208 -0.0178
C -25.9497 9.4286 -2.6221 -0.0683
C -24.8228 11.5167 -5.3283 -0.2898
C -23.9376 12.4845 -4.8777 -0.0690
C -24.2353 13.8246 -5.0726 -0.0411
C -25.3545 14.2150 -5.7858 -0.0087
C -26.1703 13.2197 -6.3645 -0.0295
C -25.9408 11.8872 -6.0866 -0.0770
H -23.2095 9.0767 -3.1869 0.0855
H -22.6512 10.5146 -3.9599 0.0504
H -20.1536 10.3486 -6.6419 0.1036
H -17.9063 11.3155 -6.3365 0.1152
H -16.5711 10.8469 -4.3842 0.1314
H -17.5246 9.4617 -2.5471 0.1257
H -19.7786 8.5536 -2.7261 0.1240
H -23.9318 7.1303 -3.8105 0.0940
H -24.1474 4.7290 -3.3826 0.1125
H -22.2904 3.1451 -3.8555 0.1260
H -20.1332 4.0624 -4.5822 0.1195
H -19.8201 6.4612 -4.9862 0.1229
H -26.8150 7.8780 -5.5526 0.0993
H -28.6754 7.0621 -4.0970 0.1203
H -28.7493 7.7943 -1.7173 0.1181
H -27.0235 9.2549 -0.8022 0.1159
H -25.1896 10.1015 -2.2417 0.1198
H -23.0834 12.2897 -4.2553 0.0984
H -23.5801 14.5866 -4.6568 0.1302
H -25.5442 15.2545 -5.8350 0.1171
H -27.0679 13.5612 -6.9189 0.1371
H -26.6306 11.1459 -6.4800 0.1196
C -20.0933 1.5210 -12.4117 -0.0752
C -20.5183 2.6055 -11.4339 -0.2859
C -19.6484 2.7008 -10.1963 -0.2774
C -20.2364 3.6233 -9.1242 -0.3213
Ge -20.0776 5.4355 -9.5619 1.1971
C -18.6203 6.6369 -8.9350 -0.2782
C -17.4261 6.0126 -9.6356 -0.2773
C -17.7377 5.7113 -11.1085 -0.2595
C -16.7658 4.9379 -11.9991 -0.0516
H -20.6044 1.6117 -13.3840 0.0929
H -20.2972 0.5351 -12.0171 0.0838
H -19.0043 1.5764 -12.6057 0.0903
H -21.5568 2.5322 -11.1097 0.1130
H -20.4486 3.5868 -11.9325 0.0946
H -18.6553 2.9473 -10.4980 0.0858
H -19.6032 1.7155 -9.7022 0.1428
H -19.7085 3.5590 -8.1856 0.0757
H -21.2600 3.3113 -8.9309 0.0889
H -21.2729 6.0719 -10.2478 -0.0414
H -18.5686 6.6681 -7.8507 0.0685
H -18.8366 7.6653 -9.2918 0.0757
H -17.1249 5.1228 -9.0632 0.1301
H -16.5541 6.6782 -9.5813 0.1379
H -17.9645 6.6688 -11.6045 0.1272
H -18.7462 5.1035 -11.1202 0.0662
H -15.7204 5.2544 -11.8447 0.1069
H -16.9771 5.1879 -13.0334 0.0872
H -16.8107 3.8415 -11.8750 0.0894
C -21.6137 9.5825 -10.7673 -0.3203
Te -23.1510 10.5436 -9.5997 1.5761
C -24.3898 9.9098 -11.3045 -0.2324
C -23.3922 10.2973 -12.3729 -0.3335
C -23.8145 10.8687 -13.5770 0.0007
C -22.8753 11.2023 -14.5316 -0.0084
C -21.5047 10.9567 -14.3003 -0.0160
C -21.0848 10.3926 -13.1153 -0.0131
C -22.0622 10.0586 -12.1522 -0.3114
H -21.6336 8.5082 -10.5461 0.0261
H -20.5906 9.8686 -10.5465 0.0747
H -25.2893 10.4854 -11.3528 0.0792
H -24.5809 8.8486 -11.2125 0.0377
H -24.8607 11.0742 -13.7386 0.1310
H -23.2388 11.6285 -15.4392 0.1216
H -20.7420 11.2299 -15.0536 0.1395
H -20.0499 10.2487 -12.8866 0.1154
N -23.3745 7.0532 -8.4461 0.0852
C -24.7385 6.6287 -8.8617 -0.2794
C -25.5924 6.2654 -7.8210 -0.0620
C -26.8393 5.7861 -8.0591 -0.0439
C -27.3471 5.7046 -9.3484 -0.0227
C -26.5483 6.1120 -10.3836 -0.0287
C -25.2330 6.5624 -10.1432 -0.0379
H -23.0944 6.4193 -7.6860 0.1311
H -22.6963 7.0516 -9.2074 0.0384
H -25.2825 6.2841 -6.7823 0.1121
H -27.3723 5.3529 -7.2559 0.1166
H -28.3413 5.3352 -9.5676 0.1341
H -26.8292 6.0632 -11.4283 0.1282
H -24.5968 6.8281 -10.9871 0.1108

---

17
Properties=species:S:1:pos:R:3:lowdin_charge:R:1 method="wB97M-V/def2-TZVPD" homo_lumo_gap_ev=10.373 smiles="O=C[C@@H]1C=CCC1.[H][H]" relative_energy_kcal_mol=58.5 fmax_ev_per_a=1.14 spin_multiplicity=1 molar_mass_g_mol=98.14
O 0.0501 -0.9317 2.0785 -0.0002
C -0.1554 0.1948 1.6855 -0.4104
C 0.1099 0.6967 0.3294 -0.2534
C -1.3883 0.2222 0.0279 -0.0521
C -1.3849 -0.3851 -1.1412 -0.0913
C -0.0404 -0.3983 -1.8000 -0.1776
C 0.9564 -0.1100 -0.6639 -0.1557
H -0.7268 0.9480 2.2592 0.1362
H 0.2752 1.7809 0.2279 0.1505
H -2.2722 0.2431 0.6807 0.1262
H -2.2857 -0.7523 -1.6053 0.1056
H -0.0170 0.4163 -2.5346 0.1155
H 0.1621 -1.3396 -2.3105 0.1089
H 1.3154 -1.0291 -0.1876 0.1120
H 1.8456 0.4099 -1.0500 0.1143
H 1.8493 -0.1176 2.0172 0.0808
H 2.1788 0.4684 1.7018 0.0907

---

12
Properties=species:S:1:pos:R:3:lowdin_charge:R:1 method="wB97M-V/def2-TZVPD" homo_lumo_gap_ev=11.347 relative_energy_kcal_mol=79.3 fmax_ev_per_a=4.00 spin_multiplicity=1 molar_mass_g_mol=58.10 total_charge=+1
C 1.1114 -0.7354 -0.1998 -0.0820
C 0.1426 -0.0789 0.7139 -0.0392
C -1.9034 0.0813 -0.0838 0.1463
N 1.1031 0.7015 -0.0985 0.0456
H 1.9271 -1.1999 0.1634 0.0904
H 0.9490 -1.1381 -1.2026 0.1439
H 0.3900 -0.0910 1.7609 0.1153
H -1.4862 0.0051 -1.1076 0.0380
H -2.6120 0.8499 0.3576 0.0695
H -2.2422 -0.9162 0.3492 0.0592
H 1.9141 1.3100 0.2696 0.2266
H 0.7064 1.2117 -0.9222 0.1865

---

20
Properties=species:S:1:pos:R:3:lowdin_charge:R:1 method="wB97M-V/def2-TZVPD" homo_lumo_gap_ev=9.736 smiles=C[C@@H](N)CS.O.O relative_energy_kcal_mol=9.2 fmax_ev_per_a=1.50 spin_multiplicity=1 molar_mass_g_mol=127.21
C -0.2539 0.2984 -2.0936 -0.0748
C -0.2830 -0.3959 -0.7070 -0.5124
N -1.3601 -1.3322 -0.6569 0.0309
C 1.1349 -0.9851 -0.4035 -0.5144
S 1.4875 -1.6930 1.2361 0.7249
H 0.5446 1.0585 -2.1017 0.0799
H -1.2182 0.6848 -2.4052 0.0710
H 0.0001 -0.3416 -2.9460 0.0708
H -0.4768 0.4475 -0.0585 0.0986
H -1.3176 -2.1711 -1.2133 0.0783
H -1.7221 -1.5635 0.2557 0.0664
H 1.4545 -1.6457 -1.1977 0.0652
H 1.8638 -0.1534 -0.3254 0.0660
H 0.6160 -2.6855 1.4362 -0.1525
O 0.5895 2.7849 0.8680 -0.0498
H 0.4324 2.5248 1.7824 0.0194
H 0.2420 3.6706 0.8367 0.0298
O -0.5684 0.4925 2.9282 -0.0757
H -1.2965 0.8404 2.4132 0.0289
H 0.1311 0.1648 2.3525 -0.0505